Record 1
{
  "formula": "C5H4BrClN2O2",
  "method": "ωB97M-V/def2-TZVPD",
  "gap_ev": [8.2, 7.4],
  "total_energy_ev": -94880.89835,
  "homo_energy_ev": [-9.70, -9.75],
  "de_lowest_kj_mol": 549.6,
  "species": ["Br", "Cl", "O", "O", "N", "N", "C", "C", "C", "C", "C", "H", "H", "H", "H"],
  "xyz": [[2.6827, 2.0599, -0.7599], [-0.1241, -2.4205, 0.9722], [0.5107, 1.4851, 2.9812], [1.5873, -0.3730, 2.6218], [-1.0326, -1.0433, 0.8462], [0.9845, 0.6316, 2.2588], [0.4056, 0.4550, -1.5121], [-0.6946, -0.2904, -1.5588], [-1.5873, -0.7611, -0.4280], [0.8159, 0.7380, 0.9105], [1.1043, 0.9321, -0.3288], [0.8708, 0.7521, -2.4413], [-1.0786, -0.5543, -2.5332], [-2.3189, 0.0355, -0.2371], [-2.1258, -1.6468, -0.7914]],
  "atomic_forces_ev_per_a": [[-0.64, -0.49, 0.33], [0.06, -0.41, -0.47], [-0.18, 0.29, 0.19], [0.06, 0.07, 0.18], [0.77, 1.10, 1.25], [0.56, -0.25, 0.49], [-0.14, -0.21, -0.34], [-0.02, 0.00, 0.26], [-0.25, -0.13, -0.94], [-0.93, -0.62, -0.96], [0.76, 0.69, 0.23], [-0.03, -0.05, -0.06], [0.04, 0.03, -0.14], [0.00, -0.12, -0.07], [-0.05, 0.09, 0.06]]
}

Record 2
{
  "formula": "C15H22N2O4",
  "method": "ωB97M-V/def2-TZVPD",
  "gap_ev": 10.0,
  "total_energy_ev": -27078.68799,
  "smiles": "O=C([C@H](CO)NC(=O)[C@H]1C[C@@]2(C1)C[C@]21CC1)N1CCCO1",
  "homo_energy_ev": -9.30,
  "de_lowest_kj_mol": 520.1,
  "species": ["O", "O", "O", "O", "N", "N", "C", "C", "C", "C", "C", "C", "C", "C", "C", "C", "C", "C", "C", "C", "C", "H", "H", "H", "H", "H", "H", "H", "H", "H", "H", "H", "H", "H", "H", "H", "H", "H", "H", "H", "H", "H", "H"],
  "xyz": [[3.7842, -0.0977, -0.9767], [4.0742, -3.2014, 0.8920], [0.7457, 0.2440, 1.4835], [1.8991, -2.9150, -1.7886], [3.2741, -1.1288, -1.7766], [0.7378, -1.7889, 0.4815], [-3.6380, 3.2955, 1.7885], [2.1753, -1.9080, 0.3482], [2.8209, -0.4894, -3.0087], [-2.1578, 0.1064, 1.9394], [2.2769, 0.8680, -2.5364], [2.8736, 1.0120, -1.1298], [-3.6087, 2.1268, 0.8875], [-3.4494, 3.4656, 0.2855], [-1.3741, -0.6612, 0.8481], [2.6710, -3.1471, 1.0760], [0.1270, -0.6837, 0.9887], [-2.9007, 0.8458, 0.8308], [-4.4046, 0.8973, 0.6485], [2.4573, -2.0440, -1.1492], [-1.9006, 0.3552, -0.2112], [2.4022, -3.0637, 2.1336], [-1.1476, 1.1109, -0.4457], [3.4697, 1.9115, -0.9931], [2.1772, -4.0267, 0.6492], [3.6720, -0.3681, -3.6763], [1.1881, 0.8641, -2.4981], [-2.4659, 3.7554, -0.0634], [-5.0189, 0.5187, 1.4574], [-1.7731, -1.6611, 0.6753], [2.5898, 1.6696, -3.2023], [2.0827, -1.1313, -3.4815], [2.1103, 0.9625, -0.3499], [-1.4903, 0.7605, 2.5012], [4.3903, -4.0785, 1.1227], [-2.7783, 3.4731, 2.4224], [0.1847, -2.4665, -0.0199], [-4.5881, 3.5983, 2.2089], [-4.2746, 3.8807, -0.2785], [-2.2997, -0.0660, -1.1333], [-4.7961, 0.7237, -0.3474], [2.6351, -1.0223, 0.7732], [-2.7527, -0.4968, 2.6241]],
  "atomic_forces_ev_per_a": [[-0.02, 0.00, 0.00], [0.00, 0.00, 0.00], [0.00, 0.00, 0.00], [0.00, 0.00, 0.00], [-0.06, 0.23, 0.26], [0.00, -0.02, -0.01], [0.00, 0.00, 0.00], [0.22, -0.15, 0.06], [0.13, -0.21, -0.16], [0.00, 0.00, 0.00], [-0.01, 0.00, 0.00], [0.02, 0.00, 0.01], [0.00, 0.00, -0.01], [0.00, 0.01, 0.00], [0.00, 0.00, -0.01], [0.00, -0.01, -0.01], [0.00, 0.02, 0.01], [-0.01, 0.00, 0.00], [0.00, 0.00, 0.00], [-0.28, 0.12, -0.15], [0.01, 0.00, 0.00], [0.00, 0.00, 0.00], [0.00, 0.00, 0.00], [0.00, 0.00, -0.01], [0.00, 0.00, 0.00], [0.00, 0.00, 0.00], [0.00, 0.00, 0.00], [0.00, 0.00, 0.00], [0.00, 0.00, 0.00], [0.00, 0.00, 0.00], [0.00, 0.00, 0.00], [0.00, 0.00, 0.00], [0.00, 0.00, 0.00], [0.00, 0.00, 0.00], [0.00, 0.00, 0.00], [0.00, 0.00, 0.00], [0.00, 0.00, 0.00], [0.00, 0.00, 0.00], [0.00, 0.00, 0.00], [0.00, 0.00, 0.00], [0.00, 0.00, 0.00], [0.00, 0.00, 0.00], [0.00, 0.00, 0.00]]
}

Record 3
{
  "formula": "C5H9NO",
  "method": "ωB97M-V/def2-TZVPD",
  "gap_ev": 10.3,
  "total_energy_ev": -8867.72383,
  "smiles": "C[C@H]1CN(C)C1=O",
  "homo_energy_ev": -9.37,
  "de_lowest_kj_mol": 143.6,
  "species": ["O", "N", "C", "C", "C", "C", "C", "H", "H", "H", "H", "H", "H", "H", "H", "H"],
  "xyz": [[-1.1742, -0.3442, 1.9416], [0.4097, -1.2313, 0.4206], [-1.0183, 1.5370, -0.7507], [1.5218, -0.7147, 1.2100], [0.2662, -0.7257, -0.9667], [-1.0164, 0.0272, -0.5575], [-0.7334, -0.5131, 0.8359], [-1.9355, -0.4227, -0.9294], [1.6554, -1.3127, 2.1099], [-1.8168, 2.0063, -0.1703], [1.2394, 0.3064, 1.5150], [0.1281, -1.5135, -1.7126], [2.4354, -0.6631, 0.6190], [1.1040, -0.0866, -1.2733], [-0.0676, 2.0005, -0.4575], [-1.1805, 1.7598, -1.8103]],
  "atomic_forces_ev_per_a": [[0.18, 0.01, -0.55], [-0.22, 0.28, 0.24], [-0.06, 0.05, 0.00], [0.34, 0.23, 0.31], [0.02, 0.05, -0.25], [-0.31, -0.01, -0.19], [-0.40, -0.13, 0.17], [-0.08, 0.08, -0.27], [0.17, 0.03, -0.09], [0.06, -0.06, -0.08], [0.60, -0.14, 0.18], [0.11, 0.01, 0.22], [0.00, -0.26, 0.07], [-0.24, 0.01, 0.07], [-0.17, -0.20, 0.02], [0.00, 0.05, 0.15]]
}

Record 4
{
  "formula": "C2H3ClFI",
  "method": "ωB97M-V/def2-TZVPD",
  "gap_ev": 10.1,
  "total_energy_ev": -25462.55478,
  "smiles": "F[C@@H](Cl)CI",
  "homo_energy_ev": -9.91,
  "de_lowest_kj_mol": 5.8,
  "species": ["I", "Cl", "F", "C", "C", "H", "H", "H"],
  "xyz": [[2.4193, -0.1571, -0.0922], [-2.0804, -0.4290, -0.2962], [-0.4402, -2.1949, 0.3805], [-0.4094, -0.9709, -0.1396], [0.4379, 0.0076, 0.6549], [0.2283, -1.2562, -1.0342], [0.1436, 1.0460, 0.7382], [0.5438, -0.3590, 1.6374]],
  "atomic_forces_ev_per_a": [[0.44, 0.34, 0.01], [0.11, 0.18, -0.42], [-0.26, -1.61, 2.07], [1.62, 0.31, -2.00], [0.30, -0.18, -0.03], [-1.85, 1.44, -0.31], [-0.22, -0.02, -0.59], [-0.13, -0.45, 1.27]]
}

Record 5
{
  "formula": "C17H37NO12P3",
  "method": "ωB97M-V/def2-TZVPD",
  "gap_ev": 2.3,
  "total_energy_ev": -72147.30321,
  "homo_energy_ev": -2.59,
  "total_charge": -1,
  "species": ["P", "P", "P", "O", "O", "O", "O", "O", "O", "O", "O", "O", "O", "O", "O", "N", "C", "C", "C", "C", "C", "C", "C", "C", "C", "C", "C", "C", "C", "C", "C", "C", "C", "H", "H", "H", "H", "H", "H", "H", "H", "H", "H", "H", "H", "H", "H", "H", "H", "H", "H", "H", "H", "H", "H", "H", "H", "H", "H", "H", "H", "H", "H", "H", "H", "H", "H", "H", "H", "H"],
  "xyz": [[-3.9219, -4.9232, 3.8583], [3.7503, 0.0793, -1.9012], [-2.9345, 2.2922, -3.7653], [4.3091, -0.2273, -3.4294], [-4.1037, 3.4975, -3.4275], [3.1348, 1.6038, -2.4012], [-3.1781, -3.5143, 4.4434], [-3.1168, 1.6842, -2.2493], [4.4419, -1.4195, -1.3867], [-4.9365, -4.0478, 2.9023], [-4.4379, -6.3658, 3.0872], [2.3482, -0.4750, -1.7623], [-1.5782, 1.3172, -4.0453], [-4.5868, -5.2461, 5.1647], [-3.8072, 1.5499, -4.7344], [-0.8274, 0.6669, 2.8097], [-3.6470, 4.8578, -3.4510], [5.7154, -0.2622, -3.6260], [-2.7948, 2.5279, -1.1433], [3.9842, 2.4946, -3.1104], [2.8003, 3.5531, 2.9916], [2.8773, 2.2273, 3.6208], [-0.5235, 1.2990, -3.0753], [-0.1903, -0.4874, 2.1374], [-3.4404, -7.0916, 2.3549], [-2.7191, -2.5279, 3.5132], [2.2095, 1.1251, 2.9426], [0.7215, 0.1488, 0.9797], [1.4776, 1.3506, 1.6769], [-4.7178, -4.0763, 1.4943], [5.4820, -1.3379, -0.4077], [1.4049, 2.6654, 1.0295], [2.1062, 3.7703, 1.7316], [-3.6584, 5.2607, -2.4352], [0.3785, 0.9124, -3.5474], [0.8704, 2.8610, 0.0750], [-2.2400, -2.9953, 2.6537], [-0.7861, 0.6338, -2.2510], [5.9462, 0.1675, -4.6026], [6.2441, 0.3127, -2.8592], [2.2276, 0.1022, 3.3914], [4.9882, 2.5064, -2.6822], [-2.0881, 3.3134, -1.4277], [3.5631, 3.4991, -3.0454], [4.0277, 2.2101, -4.1657], [-3.5548, -1.9046, 3.1885], [1.4467, -0.5851, 0.5389], [0.0624, 0.5210, 0.1435], [-4.3245, 5.4462, -4.0731], [6.4344, -1.6235, -0.8651], [-2.4368, -6.7018, 2.5400], [-4.9377, -3.0903, 1.0839], [2.0804, 4.7775, 1.2551], [-0.3229, 2.3030, -2.7018], [-3.6818, -4.3300, 1.2519], [-3.4721, -8.1396, 2.6600], [-2.6361, 4.9400, -3.8572], [-2.3414, 1.9220, -0.3580], [0.4613, -0.9795, 2.9187], [-1.9936, -1.8876, 4.0145], [5.2572, -2.0326, 0.4047], [6.0630, -1.2980, -3.6037], [3.3048, 4.3922, 3.5335], [-1.4280, 1.1432, 2.1212], [3.3903, 2.0142, 4.5870], [-3.6577, -7.0270, 1.2857], [-5.3858, -4.8084, 1.0349], [-3.7069, 2.9861, -0.7552], [-0.9658, -1.1996, 1.7209], [5.5710, -0.3304, 0.0059]],
  "atomic_forces_ev_per_a": [[-7.44, 1.93, 4.11], [-5.98, -3.79, -3.60], [-5.38, -7.02, 0.26], [0.78, 0.91, 0.02], [3.22, 1.46, -0.53], [2.04, 0.67, 1.27], [1.74, -2.14, -1.87], [0.89, 0.66, -0.07], [1.89, 2.06, 1.51], [0.99, 0.07, -0.40], [3.39, 0.69, -0.68], [0.73, 0.72, 0.57], [0.42, 3.32, 0.07], [1.24, -0.37, -0.49], [0.83, 1.10, -0.25], [-0.07, -1.07, -0.03], [-0.36, 0.24, 0.16], [-0.14, -0.27, -0.02], [-0.24, -0.01, 0.18], [-0.20, 0.10, -0.07], [-0.41, -1.16, -0.32], [-1.61, -0.30, -2.53], [0.50, -0.28, 0.19], [-0.21, 1.91, -0.11], [-0.22, -0.34, -0.22], [0.21, 0.53, -0.02], [0.15, 2.11, -0.87], [0.28, -0.35, 1.07], [-0.16, 0.61, -0.48], [-0.24, -0.12, -0.08], [0.03, -0.43, -0.08], [2.23, -0.07, 3.26], [-0.31, -1.93, 0.34], [0.08, 0.07, -0.05], [-0.06, 0.07, -0.02], [0.46, -0.42, 0.89], [0.06, 0.23, -0.03], [-0.03, 0.13, -0.03], [-0.05, 0.03, 0.04], [0.16, -0.06, -0.08], [-0.08, 1.09, -0.53], [0.07, 0.17, -0.14], [-0.01, 0.04, 0.18], [0.02, -0.02, 0.12], [0.13, -0.06, 0.06], [0.03, -0.14, -0.04], [-0.54, 0.67, 0.26], [0.71, -0.25, 0.88], [0.07, -0.03, 0.02], [0.08, 0.04, 0.11], [0.05, -0.19, -0.10], [0.06, -0.02, 0.09], [0.11, -0.81, 0.64], [0.20, -0.11, 0.11], [-0.06, 0.04, -0.19], [0.03, 0.07, -0.01], [-0.06, 0.21, 0.00], [0.02, -0.01, -0.09], [-0.69, 0.09, -0.98], [-0.01, -0.08, -0.02], [0.03, 0.06, -0.01], [0.09, 0.04, 0.07], [-0.58, -0.69, -0.77], [0.20, -0.25, 0.01], [-0.42, 0.52, -0.94], [0.12, -0.02, 0.00], [0.09, -0.03, -0.03], [0.06, 0.07, -0.02], [0.98, 0.21, 0.13], [0.09, -0.10, 0.15]]
}

Record 6
{
  "formula": "C4H7NOS2",
  "method": "ωB97M-V/def2-TZVPD",
  "gap_ev": 9.5,
  "total_energy_ev": -29468.30664,
  "homo_energy_ev": -8.77,
  "de_lowest_kj_mol": 143.2,
  "species": ["S", "S", "O", "N", "C", "C", "C", "C", "H", "H", "H", "H", "H", "H", "H"],
  "xyz": [[-0.9056, 1.3284, -0.1138], [1.9867, 1.0161, 0.4839], [-0.6737, 0.8320, -1.4659], [0.2326, -0.9714, 0.4695], [-2.4024, 0.4545, 0.5041], [1.0548, -1.2502, -0.4438], [0.3370, 0.3271, 0.9384], [2.1562, -0.2881, -0.7722], [3.1405, -0.7502, -0.6953], [0.1117, 0.4660, 1.9896], [2.0246, 0.1287, -1.7725], [-3.2488, 0.8123, -0.0727], [-2.5294, 0.6995, 1.5519], [-2.2711, -0.6119, 0.3620], [0.9869, -2.1927, -0.9632]],
  "atomic_forces_ev_per_a": [[-0.55, -0.34, 1.75], [-0.18, -0.26, 0.05], [0.22, -0.26, -1.37], [-0.41, -1.21, 0.04], [0.52, 0.33, -0.30], [0.27, 0.09, -0.04], [0.10, 1.56, -0.26], [0.15, 0.43, 0.01], [-0.05, -0.06, -0.03], [-0.02, -0.01, 0.12], [0.00, -0.12, 0.01], [-0.05, 0.11, -0.05], [-0.07, 0.05, 0.22], [0.08, -0.09, -0.02], [-0.03, -0.24, -0.12]]
}